1.
{
  "formula": "C3H9O4S",
  "method": "wB97M-V/def2-TZVPD",
  "de_lowest_kcal_mol": 5.4,
  "orbital_gap_ev": 8.1822,
  "charge": -1,
  "e_tot_ev": -22284.47444,
  "elements": ["O", "C", "O", "C", "C", "S", "H", "H", "H", "H", "H", "H", "H", "O", "H", "H", "O"],
  "xyz": [[0.468, -1.463, 0.627], [0.621, -0.310, 0.135], [1.488, 0.067, -0.668], [-0.454, 0.693, 0.565], [-0.237, 2.161, 0.178], [-1.758, 3.070, -0.142], [-0.517, 0.599, 1.645], [-1.374, 0.363, 0.102], [0.438, 2.133, -0.666], [0.229, 2.698, 1.000], [-2.372, 2.181, -0.933], [1.572, -1.634, 1.877], [1.404, -2.737, 2.825], [2.062, -2.059, 2.636], [-0.252, -1.280, -3.403], [-0.528, -2.396, -2.450], [-0.791, -2.084, -3.326]],
  "forces_ev_per_a": [[-0.065, 0.138, -0.120], [0.082, -0.006, -0.471], [0.121, 0.029, -0.142], [0.000, 0.589, 0.357], [0.303, -0.951, 0.143], [-0.261, 0.370, -0.021], [-0.449, -0.097, 0.136], [-0.361, -0.323, 0.140], [0.108, 0.398, -0.307], [0.145, 0.128, -0.054], [0.109, -0.067, -0.029], [0.462, -0.256, 0.114], [0.211, -0.116, 0.228], [-0.480, 0.109, -0.119], [-0.207, -0.221, -0.047], [-0.107, -0.049, -0.023], [0.390, 0.326, 0.216]],
  "mulliken_charge": [-0.854, 0.553, -0.723, -0.417, -0.426, -0.273, 0.172, 0.249, 0.316, 0.309, 0.088, 0.481, 0.259, -0.728, 0.329, 0.343, -0.679]
}


2.
{
  "formula": "C38H42F3IN5O7PS3",
  "method": "wB97M-V/def2-TZVPD",
  "orbital_gap_ev": 2.7518,
  "charge": 2,
  "e_tot_ev": -119888.39273,
  "elements": ["O", "P", "O", "O", "C", "C", "C", "I", "C", "C", "C", "C", "N", "C", "C", "C", "C", "C", "C", "S", "C", "N", "N", "C", "O", "C", "C", "C", "C", "C", "F", "C", "F", "F", "C", "C", "C", "C", "S", "O", "O", "O", "C", "S", "H", "H", "H", "H", "H", "H", "H", "H", "H", "H", "H", "H", "H", "H", "H", "H", "H", "H", "H", "H", "H", "H", "H", "H", "H", "H", "H", "H", "C", "N", "C", "C", "C", "C", "C", "C", "C", "C", "N", "C", "C", "C", "H", "H", "H", "H", "H", "H", "H", "H", "H", "H", "H", "H", "H", "H"],
  "xyz": [[-1.291, -3.218, 8.697], [-1.194, -3.053, 7.182], [-2.779, -2.696, 6.607], [-0.175, -1.708, 6.819], [-0.517, -4.622, 6.302], [0.854, -4.230, 5.551], [2.098, -3.892, 6.452], [2.026, -3.999, 8.649], [3.465, -3.460, 5.862], [3.595, -3.409, 4.325], [2.382, -3.744, 3.435], [0.967, -4.157, 3.982], [-0.153, -4.475, 3.083], [-0.369, -3.461, 2.041], [-1.784, -2.860, 1.715], [-3.110, -3.342, 2.466], [-3.676, -2.305, 3.550], [-4.392, -1.004, 2.910], [-5.902, -0.824, 3.502], [-5.935, -0.288, 5.278], [-5.611, 1.524, 5.199], [-6.461, 2.654, 5.410], [-5.610, 3.707, 5.245], [-4.258, 3.326, 4.927], [-4.276, 1.893, 4.909], [-1.937, -1.750, 0.612], [-0.741, -1.189, -0.198], [-0.818, -0.034, -1.298], [-2.329, 0.310, -1.721], [-3.053, 1.369, -0.785], [-4.068, 2.174, -1.415], [-2.815, 1.587, 0.593], [-3.965, 1.703, 1.430], [-1.549, 1.748, 1.196], [0.654, -1.805, 0.091], [2.017, -1.343, -0.651], [2.993, -0.538, 0.389], [3.390, 0.930, -0.123], [3.157, 2.199, 1.252], [4.327, 3.172, 1.148], [3.182, 1.592, 2.622], [1.737, 3.052, 1.043], [0.814, -2.898, 1.167], [2.478, -3.647, 1.570], [-2.704, -1.746, 6.324], [-0.549, -1.346, 5.979], [-0.366, -5.457, 7.083], [-1.345, -4.959, 5.594], [4.383, -3.175, 6.474], [4.559, -3.089, 3.783], [-1.014, -4.716, 3.588], [-2.911, -4.395, 2.892], [-3.947, -3.485, 1.683], [-4.505, -2.857, 4.139], [-2.849, -2.029, 4.282], [-3.817, -0.089, 3.280], [-4.516, -1.052, 1.777], [-6.418, -0.066, 2.799], [-6.464, -1.814, 3.397], [-3.364, 4.000, 4.759], [-2.967, -1.309, 0.364], [-0.338, 0.916, -0.846], [-0.178, -0.358, -2.197], [-2.280, 0.740, -2.789], [-2.906, -0.678, -1.741], [1.815, -0.704, -1.573], [2.603, -2.293, -0.927], [3.929, -1.175, 0.612], [2.392, -0.501, 1.375], [2.722, 1.210, -1.004], [4.511, 0.942, -0.395], [1.639, 3.753, 1.739], [4.766, 3.295, -2.549], [3.982, 3.148, -3.796], [3.745, 4.237, -4.552], [3.049, 4.130, -5.748], [2.591, 2.887, -6.187], [2.837, 1.786, -5.363], [3.531, 1.939, -4.173], [1.897, 2.721, -7.480], [2.405, 1.859, -8.454], [1.725, 1.667, -9.647], [0.564, 2.306, -9.882], [0.056, 3.164, -8.976], [0.707, 3.388, -7.772], [-0.180, 2.057, -11.137], [4.261, 4.027, -1.917], [5.764, 3.635, -2.827], [4.828, 2.339, -2.034], [4.128, 5.187, -4.194], [2.892, 5.026, -6.342], [2.487, 0.796, -5.639], [3.737, 1.096, -3.523], [3.338, 1.328, -8.296], [2.100, 0.998, -10.414], [-0.879, 3.653, -9.224], [0.258, 4.071, -7.056], [-0.320, 3.013, -11.643], [-1.138, 1.609, -10.870], [0.384, 1.377, -11.774]],
  "forces_ev_per_a": [[0.459, 0.163, -3.882], [-0.720, 0.473, 4.331], [3.439, 0.799, -0.387], [-2.898, -2.013, -0.966], [0.551, 0.635, -0.835], [2.107, 0.428, -0.934], [0.966, 0.302, -3.289], [0.060, 0.007, -1.952], [-2.859, -0.973, -2.860], [-3.281, -0.600, 0.943], [-1.357, -0.123, 2.396], [3.345, 0.676, 3.101], [1.368, 2.348, -0.264], [-1.155, 3.072, -2.980], [1.927, 1.139, -1.469], [0.266, 0.050, -0.752], [-0.670, -0.534, -0.199], [-0.494, -0.110, 1.431], [0.787, 0.285, -2.014], [-0.006, 1.509, -0.576], [-0.519, 2.112, -0.202], [5.177, -3.544, -1.235], [4.253, -0.021, -0.998], [-6.132, -1.620, 1.458], [-1.560, 2.158, 0.396], [3.219, -0.895, 0.171], [0.912, -2.720, 2.348], [-0.151, -0.174, 1.222], [0.654, 0.985, -0.536], [0.948, 0.629, 1.058], [1.405, -2.590, 1.622], [-1.437, -0.019, -1.269], [3.593, 0.864, -1.602], [-3.582, -1.235, -1.006], [-1.730, -0.942, 1.571], [0.051, -0.550, 1.129], [-0.782, -0.521, 0.446], [-0.739, -1.134, -0.101], [4.266, 2.595, 4.643], [-3.471, -2.271, -1.187], [-1.182, 0.616, -3.946], [1.151, -1.104, -0.366], [-2.557, 0.520, 0.592], [-1.399, 0.501, 1.166], [-0.720, -1.000, 0.417], [0.882, -0.028, 0.591], [-0.192, 1.600, -1.071], [1.186, 0.381, 0.793], [-1.705, -0.589, -0.704], [-1.686, -0.572, 1.138], [0.636, 0.258, -0.365], [-0.432, 1.684, -0.394], [1.399, 0.147, 1.080], [1.529, 0.735, -0.744], [-1.167, -0.297, -1.113], [-0.740, -1.121, -1.101], [0.461, 0.101, 1.523], [0.569, -1.071, 1.477], [0.669, 1.376, 0.517], [-1.342, -1.400, 0.239], [1.692, -0.966, 0.653], [-0.645, -1.442, -0.775], [-1.254, 0.490, 1.198], [-0.349, -0.629, 1.626], [0.523, 1.564, 0.028], [0.155, -0.994, 1.154], [-1.090, 1.444, 0.038], [-1.479, 1.263, -0.427], [1.230, 0.251, -1.484], [0.909, -0.092, 1.160], [-1.844, 0.513, 0.704], [0.535, -0.899, -0.440], [0.117, 0.248, 0.102], [-0.167, -0.199, -0.193], [-0.250, -0.202, -0.390], [0.064, 0.198, 0.121], [0.428, 0.021, 0.687], [0.042, -0.136, 0.023], [-0.208, 0.138, -0.436], [-0.361, -0.179, -0.687], [0.051, -0.128, -0.039], [0.080, 0.147, 0.412], [0.309, -0.041, 0.184], [0.325, -0.045, 0.364], [-0.197, 0.112, -0.112], [-0.180, 0.046, -0.088], [0.169, -0.104, 0.074], [-0.090, 0.001, 0.165], [-0.057, 0.156, -0.126], [-0.006, -0.152, 0.035], [0.049, -0.101, 0.119], [0.072, 0.119, 0.072], [0.043, 0.172, -0.009], [-0.137, 0.056, -0.065], [-0.138, 0.115, 0.042], [0.100, -0.091, -0.039], [0.024, -0.080, -0.129], [-0.060, -0.141, -0.010], [0.068, 0.078, -0.152], [-0.038, 0.110, 0.140]],
  "mulliken_charge": [-0.595, 0.988, -0.437, -0.463, -0.989, 0.750, -0.298, 0.130, -0.530, -0.538, 0.454, -0.207, -0.300, -0.354, 0.377, -1.634, 0.325, 0.140, -0.939, -0.102, 0.319, -0.266, -0.311, -0.009, -0.103, 0.049, 0.694, -0.054, -0.891, 0.223, -0.316, 0.435, -0.236, -0.140, -0.638, -0.906, -0.559, -0.401, 1.164, -0.652, -0.586, -0.468, 0.467, -0.275, 0.231, 0.300, 0.435, 0.349, 0.298, 0.264, 0.319, 0.426, 0.426, 0.448, -0.430, 0.055, 0.032, 0.401, 0.477, 0.332, -0.114, -0.006, 0.500, 0.319, 0.411, 0.080, 0.476, 0.250, 0.482, 0.230, 0.332, 0.380, -0.924, 0.029, -0.355, -0.564, 0.789, -0.834, -0.197, 0.600, -0.702, -0.108, -0.011, -0.360, -0.589, -0.857, 0.463, 0.412, 0.128, 0.498, 0.526, 0.523, 0.572, 0.509, 0.401, 0.487, 0.517, 0.375, 0.375, 0.281]
}


3.
{
  "formula": "C30H74FIN2O9S",
  "method": "wB97M-V/def2-TZVPD",
  "orbital_gap_ev": 7.8920,
  "charge": 0,
  "e_tot_ev": -75366.12099,
  "elements": ["N", "C", "C", "N", "I", "S", "O", "O", "F", "H", "H", "H", "H", "C", "C", "O", "C", "C", "H", "H", "H", "H", "H", "H", "H", "H", "H", "H", "C", "C", "O", "C", "C", "H", "H", "H", "H", "H", "H", "H", "H", "H", "H", "C", "C", "O", "C", "C", "H", "H", "H", "H", "H", "H", "H", "H", "H", "H", "C", "C", "O", "C", "C", "H", "H", "H", "H", "H", "H", "H", "H", "H", "H", "C", "C", "O", "C", "C", "H", "H", "H", "H", "H", "H", "H", "H", "H", "H", "C", "C", "O", "C", "C", "H", "H", "H", "H", "H", "H", "H", "H", "H", "H", "C", "C", "O", "C", "C", "H", "H", "H", "H", "H", "H", "H", "H", "H", "H"],
  "xyz": [[-3.327, 3.797, -11.242], [-2.318, 4.485, -10.933], [-1.068, 3.966, -10.264], [-1.036, 4.097, -8.769], [-2.733, 4.947, -7.895], [0.346, 4.793, -8.177], [0.582, 4.337, -6.864], [1.362, 4.731, -9.165], [-0.012, 6.317, -8.068], [-3.185, 2.823, -10.959], [-2.320, 5.548, -11.189], [-0.204, 4.477, -10.681], [-0.981, 2.895, -10.475], [0.614, 0.972, -6.483], [0.117, 0.300, -5.214], [1.054, -0.581, -4.621], [2.273, 0.014, -4.207], [2.108, 1.098, -3.156], [0.986, 0.225, -7.187], [-0.199, 1.528, -6.951], [1.416, 1.683, -6.285], [-0.750, -0.323, -5.437], [-0.211, 1.057, -4.493], [2.823, 0.405, -5.071], [2.861, -0.810, -3.802], [1.613, 1.984, -3.556], [3.084, 1.409, -2.782], [1.517, 0.733, -2.315], [3.461, 1.757, 3.030], [2.735, 1.242, 1.798], [3.108, 1.891, 0.592], [4.466, 1.759, 0.222], [4.895, 0.322, -0.026], [3.376, 2.843, 3.095], [3.026, 1.313, 3.925], [4.522, 1.500, 3.022], [1.666, 1.427, 1.899], [2.859, 0.158, 1.712], [5.119, 2.230, 0.967], [4.568, 2.335, -0.699], [4.906, -0.266, 0.893], [5.901, 0.296, -0.447], [4.208, -0.159, -0.725], [3.619, -0.336, 8.689], [4.480, -0.152, 7.451], [3.929, 0.735, 6.494], [3.738, 2.071, 6.923], [5.021, 2.783, 7.315], [2.600, -0.603, 8.406], [4.028, -1.135, 9.308], [3.578, 0.567, 9.300], [4.577, -1.103, 6.926], [5.492, 0.162, 7.732], [3.013, 2.112, 7.744], [3.282, 2.574, 6.070], [5.457, 2.374, 8.227], [4.819, 3.840, 7.492], [5.760, 2.699, 6.516], [-0.383, -2.559, 5.036], [0.435, -2.461, 3.759], [1.446, -1.471, 3.797], [2.437, -1.639, 4.798], [3.218, -2.937, 4.678], [-0.770, -1.578, 5.318], [-1.228, -3.233, 4.892], [0.208, -2.941, 5.871], [-0.208, -2.173, 2.927], [0.863, -3.439, 3.509], [1.990, -1.557, 5.797], [3.103, -0.786, 4.687], [2.601, -3.810, 4.896], [4.043, -2.945, 5.391], [3.623, -3.048, 3.670], [4.211, -7.597, 6.824], [3.998, -6.371, 7.697], [3.035, -5.465, 7.191], [1.720, -5.974, 7.051], [1.088, -6.424, 8.357], [4.414, -7.299, 5.794], [5.060, -8.172, 7.194], [3.342, -8.257, 6.823], [4.921, -5.793, 7.752], [3.747, -6.672, 8.720], [1.697, -6.787, 6.317], [1.145, -5.148, 6.629], [1.570, -7.315, 8.762], [0.036, -6.663, 8.195], [1.154, -5.632, 9.104], [-9.080, 3.827, -13.863], [-8.542, 5.146, -13.331], [-7.606, 5.005, -12.279], [-6.418, 4.295, -12.599], [-5.593, 4.943, -13.697], [-9.459, 3.214, -13.044], [-9.894, 4.015, -14.564], [-8.316, 3.255, -14.391], [-9.356, 5.731, -12.904], [-8.117, 5.738, -14.151], [-6.651, 3.256, -12.862], [-5.841, 4.270, -11.678], [-6.099, 4.895, -14.663], [-4.635, 4.434, -13.793], [-5.409, 5.993, -13.462], [-4.832, -1.803, 3.701], [-4.869, -3.079, 4.526], [-4.225, -2.970, 5.783], [-4.767, -2.013, 6.675], [-6.208, -2.288, 7.074], [-3.809, -1.434, 3.619], [-5.213, -1.999, 2.699], [-5.444, -1.013, 4.138], [-4.331, -3.871, 4.005], [-5.903, -3.423, 4.650], [-4.674, -1.003, 6.260], [-4.125, -2.057, 7.554], [-6.899, -2.152, 6.241], [-6.509, -1.602, 7.867], [-6.312, -3.310, 7.441]],
  "forces_ev_per_a": [[0.098, -0.232, -0.082], [0.129, 0.323, 0.052], [-0.073, -0.398, -0.016], [-0.164, 1.131, -0.135], [0.179, -0.480, 0.130], [0.408, -0.398, -0.215], [-0.300, 0.150, 0.371], [-0.001, -0.131, -0.148], [-0.071, 0.051, 0.011], [-0.105, -0.005, -0.032], [-0.067, -0.055, 0.079], [0.012, -0.079, -0.001], [0.028, 0.105, 0.023], [0.093, -0.049, 0.000], [-0.068, 0.034, 0.005], [0.002, -0.002, -0.013], [0.084, 0.010, 0.025], [-0.115, 0.009, -0.024], [-0.038, -0.004, -0.013], [-0.015, -0.007, -0.005], [-0.022, 0.030, 0.004], [0.013, -0.016, -0.003], [0.017, 0.003, 0.002], [-0.018, 0.006, -0.008], [-0.021, -0.010, 0.006], [0.035, 0.015, -0.009], [0.008, -0.014, 0.010], [0.046, -0.008, 0.030], [0.028, 0.027, -0.055], [-0.030, -0.066, 0.101], [-0.020, 0.059, -0.035], [0.061, -0.036, -0.048], [-0.065, -0.036, 0.064], [-0.018, 0.002, 0.013], [-0.002, 0.012, -0.011], [-0.004, -0.025, 0.019], [-0.003, 0.008, -0.026], [-0.001, 0.002, 0.004], [-0.003, -0.018, 0.011], [-0.033, 0.023, 0.010], [0.022, 0.005, 0.002], [-0.001, 0.022, -0.016], [0.025, -0.001, -0.027], [-0.030, 0.059, -0.015], [0.011, -0.050, 0.023], [0.013, 0.035, -0.028], [-0.016, 0.056, 0.011], [0.028, -0.064, 0.008], [0.004, -0.025, 0.002], [0.000, -0.014, -0.006], [0.017, -0.005, 0.006], [-0.005, 0.004, -0.009], [-0.010, 0.016, 0.006], [0.012, -0.012, 0.009], [0.004, -0.010, -0.004], [-0.012, 0.009, 0.009], [-0.005, 0.008, -0.009], [-0.006, 0.023, -0.010], [0.035, 0.025, 0.032], [-0.039, -0.059, 0.001], [0.004, 0.066, -0.067], [0.072, -0.039, 0.039], [-0.100, -0.056, -0.061], [-0.026, -0.004, -0.010], [-0.019, 0.014, 0.001], [0.000, -0.010, -0.009], [0.003, 0.017, 0.003], [0.009, 0.005, 0.008], [-0.003, -0.004, 0.003], [-0.010, -0.008, 0.002], [0.038, -0.013, 0.034], [0.004, 0.000, 0.005], [0.025, 0.033, 0.004], [-0.060, 0.015, -0.028], [0.035, -0.035, 0.022], [0.003, 0.056, -0.001], [-0.048, -0.004, -0.023], [0.062, -0.003, 0.025], [0.024, -0.003, 0.003], [0.012, 0.006, 0.002], [0.006, -0.007, 0.017], [-0.005, 0.008, -0.006], [-0.016, -0.005, -0.009], [0.011, -0.007, 0.010], [0.007, 0.001, 0.001], [-0.009, -0.009, -0.012], [-0.009, 0.010, -0.006], [-0.023, 0.007, -0.004], [0.052, -0.029, 0.027], [-0.030, 0.022, -0.028], [0.001, -0.012, 0.020], [0.011, 0.002, 0.009], [-0.137, 0.021, -0.067], [-0.022, 0.006, -0.004], [-0.010, 0.008, 0.004], [-0.002, 0.011, -0.014], [0.003, -0.004, 0.009], [0.009, -0.011, -0.001], [-0.010, 0.010, -0.022], [-0.007, 0.018, 0.016], [0.046, 0.001, -0.021], [0.008, -0.013, 0.044], [0.027, -0.006, 0.014], [0.015, 0.030, 0.058], [-0.012, -0.002, -0.052], [0.038, -0.040, 0.009], [-0.004, 0.045, 0.033], [-0.003, -0.039, -0.058], [0.003, -0.009, -0.021], [0.006, -0.010, -0.007], [-0.015, -0.008, -0.008], [0.006, -0.002, 0.008], [-0.001, 0.016, 0.011], [-0.007, -0.007, -0.012], [0.004, -0.010, -0.004], [0.002, 0.018, 0.003], [0.006, 0.001, 0.011], [0.000, 0.007, 0.023]],
  "mulliken_charge": [-0.375, -0.483, -0.125, -0.365, 0.250, 1.201, -0.479, -0.613, -0.215, 0.191, 0.421, 0.331, 0.271, -0.852, -0.466, -0.433, -0.403, -0.848, 0.312, 0.292, 0.257, 0.374, 0.292, 0.294, 0.334, 0.317, 0.220, 0.293, -0.674, -0.319, -0.472, -0.402, -1.058, 0.344, 0.093, 0.277, 0.341, 0.223, 0.329, 0.394, 0.287, 0.397, 0.263, -1.204, -0.236, -0.225, -0.334, -1.221, 0.283, 0.413, 0.343, 0.110, 0.396, 0.332, 0.344, 0.274, 0.404, 0.326, -0.792, -0.392, -0.379, 0.210, -0.846, 0.274, 0.340, 0.055, 0.376, 0.319, 0.029, 0.127, 0.019, 0.346, 0.280, -1.112, -0.333, -0.271, 0.097, -1.278, 0.286, 0.408, 0.272, 0.319, 0.316, 0.342, -0.065, 0.308, 0.398, 0.316, -1.034, -0.308, -0.433, -0.174, -1.038, 0.283, 0.389, 0.266, 0.331, 0.288, 0.231, 0.224, 0.354, 0.359, 0.259, -1.012, -0.350, -0.398, -0.304, -1.094, 0.237, 0.395, 0.276, 0.333, 0.333, 0.308, 0.332, 0.264, 0.398, 0.290]
}


LUMO level
In order: 0.1122; -0.2915; -0.0503
Unit: Eh